No. 1
Formula: C24H43BiCl2F3N3O7SSi
Source: the Open Molecules 2025 dataset
Level of theory: ωB97M-V/def2-TZVPD

Computed properties:
- DFT total energy (a.u.) = -3753.68983
- energy relative to the best compared isomer or geometry (same formula, charge and spin) (kcal per mole) = 0.00

```
! wB97M-V def2-TZVPD RIJCOSX def2/J DEFGRID3
* xyz 0 1
Bi 2.80574 -0.81622 2.03637
Cl 1.45076 1.31087 1.47578
Cl 5.07959 0.35643 2.42178
S 2.37115 -1.37492 5.17209
Si -2.06904 0.47807 -2.21578
F 4.03952 -3.04792 6.39410
F 5.04360 -1.36399 5.39354
F 3.95485 -1.02377 7.26949
O -2.74984 2.00156 -2.23761
O 3.60366 -0.76216 -0.29154
O 1.34630 -1.55075 6.16226
O 2.57265 -0.02736 4.60904
O 2.38832 -2.39424 4.07428
O 1.10893 -2.13203 0.67317
O 4.18397 -3.03423 1.68195
N 4.33740 1.34865 -0.85248
N -0.87545 -3.24288 0.58918
N 5.65645 -4.54970 2.54783
C -6.64141 2.03402 -3.95171
C -6.25044 2.38787 -1.20715
C -3.38180 -0.74110 -1.67426
C -3.77302 2.64752 -1.48100
C 5.10484 2.42872 -0.24849
C -5.34327 2.19421 -3.45127
C -5.15276 2.38463 -2.08107
C -7.54651 2.28608 -1.71287
C 3.94310 -1.72392 6.11759
C 3.11767 1.71559 -1.55433
C 4.88725 -3.45247 2.62882
C 4.52794 0.07150 -0.48460
C -3.89199 5.00889 -2.24736
C -0.64927 -3.74383 -0.76665
C 0.05833 -2.54809 1.22999
C 5.72843 -5.33435 1.32053
C -3.65364 6.47719 -2.15162
C -2.20917 -3.41637 1.15040
C -7.74117 2.10252 -3.08883
C 6.40345 -5.05752 3.69009
C -2.43171 4.46048 -0.28540
C -1.52937 0.13171 -3.96840
C -0.60111 0.54544 -1.07053
C -3.40379 4.11882 -1.37358
H -2.94901 -2.83828 0.58347
H 2.34362 2.02883 -0.83764
H -6.05283 2.50247 -0.13738
H 4.93424 -2.93703 3.60794
H -0.14155 -2.36557 2.31277
H 5.58659 3.02264 -1.03202
H 6.06121 -6.06970 3.94542
H 5.31846 -4.75380 0.49165
H 5.58157 -0.22120 -0.33484
H 4.43817 3.08937 0.32171
H -3.88359 6.94085 -3.11658
H -1.93899 5.41672 -0.49314
H 6.25847 -4.38931 4.54216
H -1.26610 -0.92871 -4.08940
H -0.88889 0.77237 -0.03614
H -8.75565 2.01619 -3.48554
H -2.33041 0.37164 -4.68077
H 6.77680 -5.59575 1.12757
H -1.65777 3.68650 -0.18540
H -2.18639 -3.06698 2.18667
H -4.47561 2.17478 -4.11494
H -1.10417 -4.73632 -0.84507
H -8.40092 2.35248 -1.03334
H -2.49209 -4.47090 1.10989
H -3.04177 -1.77765 -1.81807
H -2.61362 6.72280 -1.89625
H -2.94376 4.55601 0.68575
H -4.30096 6.95710 -1.40102
H -3.76436 2.25542 -0.45242
H 5.85355 2.00123 0.42115
H 7.47111 -5.11473 3.43987
H -0.02831 -0.39227 -1.04135
H -4.29875 -0.60497 -2.26865
H 0.08906 1.34193 -1.38759
H 0.42777 -3.79706 -0.95612
H 2.76220 0.85094 -2.12507
H 3.34991 2.54598 -2.22788
H -3.64964 -0.61069 -0.61591
H 5.17221 -6.27644 1.43805
H -0.65076 0.73756 -4.22926
H -1.13108 -3.09296 -1.51183
H -4.51224 4.67506 -3.08146
H -6.78484 1.86849 -5.02071
*
```



No. 2
Formula: C33H88N2O12
Source: the Open Molecules 2025 dataset
Level of theory: ωB97M-V/def2-TZVPD

Computed properties:
- DFT total energy (a.u.) = -2322.32723
- structure (SMILES) = CC1(C)CCCC(C)(C)N1O.CC1(C)CCCC(C)(C)N1O.CC(C)O.CC(C)O.CC(C)O.CC(C)O.CC(C)O.O.O.O.O.O

```
! wB97M-V def2-TZVPD RIJCOSX def2/J DEFGRID3
* xyz 0 1
O -10.31059 -24.36999 4.92107
O -3.09710 -16.97863 1.32175
O -9.13167 -25.06698 1.82222
O -11.17970 -23.08961 2.20121
O -4.01719 -22.97068 8.56901
O -12.25398 -17.38480 -1.21341
O -6.54891 -23.79146 1.71050
O -10.98609 -23.06687 -0.65988
O -7.01836 -26.70863 0.31956
O -4.91721 -22.28834 -3.05842
O -4.77266 -23.10053 -0.37790
O -11.05900 -18.69733 7.44311
N -4.35744 -16.97616 0.65390
N -10.20547 -17.96526 6.57222
C -8.96762 -17.22431 4.02625
C -9.46740 -20.20840 5.48642
C -3.37633 -23.11900 -0.05601
C -5.21904 -18.20112 0.84556
C -3.12999 -23.99619 1.16271
C -5.97392 -21.36371 -3.37619
C -6.22609 -22.09656 3.23368
C -7.72655 -21.72243 1.21367
C -5.39545 -14.89794 1.92828
C -10.52800 -18.94250 -0.77882
C -11.06990 -17.24677 5.57182
C -4.92059 -15.61660 0.58273
C -6.56031 -18.13246 0.10337
C -7.27831 -22.66263 2.30183
C -4.44283 -19.39443 0.28220
C -9.07158 -18.83525 6.16721
C -6.23586 -15.73093 -0.32298
C -7.15307 -21.60182 -2.48493
C -10.08383 -16.40997 4.76888
C -11.95641 -16.19834 6.31439
C -8.15893 -19.13263 7.33465
C -7.24178 -16.76432 0.06157
C -11.97298 -18.13657 4.65133
C -11.41761 -17.51846 1.08351
C -3.93814 -14.71205 -0.21611
C -4.36717 -22.71208 7.21483
C -8.19369 -17.99836 5.16704
C -5.87224 -22.35354 7.34874
C -11.80072 -18.25899 -0.22422
C -2.59783 -23.61483 -1.26601
C -3.96027 -23.93015 6.35721
C -6.30879 -21.48025 -4.89001
C -5.58785 -18.35644 2.32460
H -2.09279 -24.28580 1.33133
H -8.40060 -16.60572 3.33059
H -5.87453 -13.93626 1.74455
H -4.47521 -23.75530 8.87914
H -12.73673 -17.58988 4.09825
H -7.87801 -18.16548 7.75157
H -6.67388 -21.19440 3.65046
H -2.88682 -24.64721 -1.46295
H -11.37285 -18.76326 3.99161
H -10.73169 -16.67289 1.03221
H -7.60385 -16.64336 1.08254
H -5.87875 -16.01940 -1.31160
H -3.66052 -24.93910 1.03017
H -2.51016 -17.14544 0.58061
H -11.73675 -22.65796 -1.09060
H -3.71212 -15.23326 -1.14635
H -2.87929 -24.06736 6.32951
H -6.28464 -21.88796 6.45360
H -8.20116 -20.87766 1.71288
H -9.93993 -19.36189 0.03750
H -4.47885 -13.87441 -0.65667
H -9.40515 -24.65818 5.03665
H -6.05197 -17.52151 2.84956
H -4.91076 -22.82867 -1.28819
H -5.90481 -22.67909 4.09713
H -5.99317 -21.62096 8.14673
H -5.61432 -20.35353 -3.18043
H -8.14649 -16.69491 -0.54241
H -6.82426 -21.52065 0.63640
H -12.56502 -18.76460 5.31704
H -8.06703 -21.03774 -2.67091
H -3.14050 -22.07549 0.15271
H -6.56349 -25.90124 0.55928
H -7.31024 -21.15757 -5.17473
H -6.47487 -18.45564 -0.93409
H -4.95923 -20.35067 0.36608
H -6.27218 -19.16553 2.57985
H -3.07618 -14.35916 0.35009
H -9.53766 -17.89328 3.38155
H -7.42048 -22.65643 -2.55143
H -7.12393 -26.65170 -0.63009
H -5.84693 -23.42907 1.16509
H -4.68692 -18.54363 2.90888
H -12.69349 -15.83111 5.60029
H -6.41669 -23.27534 7.55360
H -11.53720 -15.29613 6.75978
H -11.26579 -22.83129 1.28355
H -12.26527 -17.75159 -2.10050
H -8.95827 -20.25664 4.52383
H -4.28675 -23.61998 5.36458
H -4.29858 -22.15345 -3.78002
H -3.50610 -23.56487 2.09040
H -10.39474 -24.21461 3.98032
H -12.54236 -16.72632 7.06673
H -3.87080 -21.77316 6.96956
H -6.92915 -21.42121 -1.43357
H -11.17431 -24.00493 -0.68907
H -9.23006 -21.13656 6.00630
H -4.50308 -14.68699 2.51758
H -11.92739 -22.68048 2.63686
H -8.51812 -22.16413 0.60832
H -1.52665 -23.69174 -1.07954
H -6.03481 -15.46886 2.60161
H -11.03693 -18.20027 1.84397
H -9.78441 -24.40018 2.03559
H -7.44895 -18.59171 4.63656
H -4.09980 -19.41271 -0.75225
H -9.53414 -15.70504 5.39260
H -6.81981 -14.82940 -0.50834
H -8.08053 -22.86406 3.01174
H -7.60933 -17.26412 5.72158
H -7.34715 -18.73436 0.55801
H -6.17774 -22.46477 -5.33906
H -12.59901 -18.99452 -0.12518
H -11.22599 -18.08406 8.16257
H -8.37986 -24.57156 1.49730
H -10.74017 -19.62122 -1.60491
H -10.50816 -20.43386 5.25383
H -5.35405 -21.62617 2.77940
H -8.70289 -19.59485 8.15840
H -12.38116 -17.10535 1.38187
H -9.82840 -18.15221 -1.05100
H -10.66794 -15.73919 4.13882
H -3.51629 -19.45820 0.85278
H -7.26049 -19.62123 6.95762
H -4.59800 -24.77879 6.60457
H -5.62374 -20.87933 -5.48810
H -2.76284 -23.08689 -2.20523
*
```



No. 3
Formula: C54H52FN2O2PZr
Source: the Open Molecules 2025 dataset
Level of theory: ωB97M-V/def2-TZVPD

Computed properties:
- DFT total energy (a.u.) = -2837.18712
- energy relative to the best compared isomer or geometry (same formula, charge and spin) (kcal per mole) = 12.44

```
! wB97M-V def2-TZVPD RIJCOSX def2/J DEFGRID3
* xyz 0 1
Zr -0.61108 0.38932 0.43887
P 1.93366 -1.66246 -1.05497
F -3.51756 -2.20113 -4.55196
O -0.57642 -2.33545 1.68198
O -2.66617 -0.01135 0.47475
N -1.45497 -0.00064 2.63798
N -2.48402 0.57927 3.14754
C -0.93612 -0.74837 4.92901
C 1.62015 -1.35760 -2.84072
C 0.35095 2.85875 0.69384
C -1.08885 2.75275 0.59668
C 1.02073 -0.90062 -5.52320
C 2.27323 3.29240 -0.99031
C -4.85787 0.87857 0.41750
C -0.10595 -2.96095 5.28805
C 0.87002 2.95031 -0.59832
C 5.06856 -4.30277 -0.39902
C -0.33256 -3.64745 1.18399
C -4.96875 3.73057 4.57749
C -1.75474 -1.89242 -1.41200
C -2.72612 -1.70513 -3.57330
C -6.32892 3.47413 2.61810
C -0.08761 3.23602 -2.97182
C -6.04241 4.14573 3.78063
C -4.38859 2.05018 2.94713
C 3.31450 -3.48149 1.15711
C 1.38937 -0.01948 1.48382
C 5.72199 -4.35871 -1.61533
C 2.95319 -0.21793 -0.50640
C 1.11527 -2.40473 -3.63063
C 1.00071 3.28957 1.97839
C -0.92276 -0.95096 3.55334
C -1.34147 0.02684 -2.71236
C 3.43443 -2.76230 -1.28686
C -2.14369 -0.46755 -3.73235
C 3.93792 -3.50777 -0.21446
C -2.53519 -2.43647 -2.42131
C -5.76307 1.73444 0.94716
C 1.51941 0.12746 -4.74293
C -2.77286 2.85088 -1.40814
C 5.01238 1.05033 -0.59606
C 4.10593 -2.83133 -2.51146
C 4.72427 1.59133 0.64992
C -3.42956 1.13854 2.37833
C 2.62392 0.36204 0.74440
C 3.56054 1.24212 1.30527
C 4.13986 0.13225 -1.15052
C -1.09691 -0.65509 -1.51146
C 5.23528 -3.61250 -2.67765
C -5.51603 2.41417 2.18139
C 0.81588 -2.15189 -4.96322
C -1.40198 2.75569 -0.80759
C 0.91121 -3.78205 -3.06698
C -0.11147 -3.18829 3.91951
C -4.15575 2.70083 4.16838
C -0.20781 2.88026 -1.51925
C -1.91058 3.48439 1.62976
C -0.50792 -2.18741 3.04249
C -0.51631 -1.74057 5.79620
C -3.58463 0.67559 1.03932
C 1.80138 -0.09847 -3.40452
H 4.05013 -3.17150 1.90077
H 6.60427 -4.97350 -1.73644
H 1.42154 -1.10109 1.63111
H -5.01551 0.40961 -0.54577
H 1.86603 -4.30127 -2.96311
H -0.28138 -3.55568 0.10426
H -2.96912 3.48285 1.38901
H 2.16155 0.71171 -2.78245
H 4.40179 -0.32975 -2.09295
H -3.30750 2.39452 4.76673
H 2.08445 3.27944 1.90522
H -1.13886 -4.32714 1.47084
H 0.69809 4.31557 2.21163
H 0.80148 2.80236 -3.43041
H -7.17508 3.77281 2.01102
H -3.00920 -3.40425 -2.31471
H 0.45490 -3.73261 -2.07613
H 5.42211 2.27562 1.11689
H -6.64424 4.99011 4.08872
H 2.78936 2.45710 -1.46693
H -2.87116 3.78928 -1.96028
H -0.52348 -1.56962 6.86392
H -0.96187 2.92781 -3.54465
H 2.85698 3.58809 -0.12235
H -1.59497 4.53420 1.64412
H 2.26328 4.12722 -1.69475
H -0.86751 0.97774 -2.88731
H -4.77748 4.23582 5.51512
H 1.40967 0.42964 2.48435
H 0.26872 -4.37543 -3.71645
H -6.68117 1.95413 0.41563
H 2.48165 -2.78352 1.19911
H 5.44134 -4.87858 0.44084
H -1.29708 0.20192 5.29397
H 0.21785 -3.75048 5.95259
H 3.37916 1.62624 2.30166
H -1.69276 -2.45966 -0.49137
H -3.54275 2.83444 -0.64151
H 2.96113 -4.47705 1.43451
H -2.32231 0.10159 -4.63614
H -1.77188 3.09586 2.63622
H -0.00479 4.32351 -3.06279
H 0.18191 -4.16173 3.55756
H 0.42364 -2.95543 -5.57555
H -2.97478 2.02865 -2.09894
H 0.61995 -4.03499 1.54090
H 5.73537 -3.62883 -3.63758
H 0.77597 -0.72829 -6.56357
H 1.68230 1.10572 -5.17814
H 5.92489 1.32046 -1.11128
H 3.73591 -2.26807 -3.35728
H 0.70145 2.66102 2.81891
*
```



no.,orbital gap (eV)
1,8.91
2,8.43
3,6.85